# C35H22BrCl36F13NO4PS

10 unconnected molecules or ions with the total composition C35H22BrCl36F13NO4PS (wB97M-V/def2-TZVPD, OMol25).

Computed properties:
Molar mass, g/mol: 2186.791
Spin multiplicity: 1
Orbital gap, eV: 7.46
Energy relative to the best compared isomer or geometry (same formula, charge and spin), kcal/mol: 0.0

Positions of all 114 atoms, in Å:
C1 8.358 1.330 0.624
C2 7.006 0.770 0.142
C3 7.137 -0.295 -0.959
C4 5.769 -0.561 -1.587
O1 5.085 -1.487 -0.729
C5 3.743 -1.387 -0.648
C6 3.136 -1.878 0.505
C7 1.766 -1.803 0.701
C8 0.958 -1.214 -0.264
C9 1.547 -0.744 -1.442
C10 2.919 -0.850 -1.635
C11 0.681 -0.107 -2.462
O2 0.843 -0.259 -3.651
C12 -0.395 0.757 -1.872
C13 -0.742 1.981 -2.438
C14 -0.053 2.510 -3.682
C15 -0.816 3.601 -4.381
O3 -0.412 4.686 -4.556
Br1 -2.592 3.085 -5.017
C16 -1.727 2.721 -1.781
C17 -2.347 2.258 -0.626
P1 -3.537 3.416 0.112
N1 -2.771 4.388 1.096
C18 -2.022 1.011 -0.068
C19 -2.731 0.495 1.167
C20 -4.128 0.017 0.763
C21 -5.045 -0.291 1.947
F1 -4.341 -0.873 2.948
F2 -5.537 0.902 2.397
C22 -6.279 -1.152 1.490
F3 -7.402 -0.544 1.959
F4 -6.388 -1.172 0.142
C23 -6.418 -2.618 2.016
F5 -6.476 -2.586 3.357
F6 -7.630 -3.033 1.572
C24 -5.371 -3.613 1.428
F7 -4.174 -3.031 1.265
F8 -5.792 -3.927 0.191
S1 -5.140 -5.243 2.392
F9 -3.637 -5.346 1.887
F10 -5.564 -6.113 1.134
F11 -6.652 -5.202 2.855
F12 -4.665 -4.416 3.649
F13 -4.947 -6.575 3.215
C25 -1.011 0.277 -0.701
C26 -0.520 -1.039 -0.160
O4 -1.256 -1.877 0.305
H1 8.457 1.144 1.694
H2 8.352 2.416 0.526
H3 9.208 0.942 0.066
H4 6.405 1.600 -0.239
H5 6.428 0.324 0.955
H6 7.560 -1.216 -0.562
H7 7.741 0.158 -1.750
H8 5.247 0.392 -1.665
H9 5.895 -1.041 -2.560
H10 3.736 -2.333 1.291
H11 1.378 -2.199 1.633
H12 3.356 -0.481 -2.556
H13 0.953 2.857 -3.447
H14 0.028 1.691 -4.397
H15 -1.989 3.698 -2.173
H16 -4.532 2.751 0.841
H17 -4.122 4.182 -0.909
H18 -1.787 4.156 1.154
H19 -2.814 1.300 1.905
H20 -2.143 -0.284 1.638
H21 -4.647 0.784 0.193
H22 -4.045 -0.856 0.117
Cl1 1.456 -3.336 6.118
C27 0.238 -3.702 4.890
Cl2 -1.149 -2.633 5.101
Cl3 0.935 -3.434 3.284
Cl4 -0.249 -5.389 5.036
Cl5 4.116 -5.059 -4.021
C28 2.482 -4.817 -3.399
Cl6 2.214 -5.847 -1.991
Cl7 2.287 -3.126 -2.894
Cl8 1.303 -5.210 -4.656
Cl9 10.588 4.705 -1.082
C29 9.577 5.841 -0.181
Cl10 9.070 7.154 -1.246
Cl11 8.151 4.994 0.430
Cl12 10.494 6.499 1.175
Cl13 -5.602 5.813 -2.616
C30 -6.344 6.869 -1.403
Cl14 -6.021 8.550 -1.829
Cl15 -8.088 6.589 -1.377
Cl16 -5.667 6.527 0.194
Cl17 2.033 -8.074 1.120
C31 0.589 -8.775 0.377
Cl18 -0.812 -7.775 0.766
Cl19 0.806 -8.830 -1.375
Cl20 0.342 -10.410 0.997
Cl21 7.879 -1.499 3.184
C32 6.296 -1.250 3.926
Cl22 6.104 -2.340 5.300
Cl23 6.156 0.424 4.469
Cl24 5.033 -1.580 2.724
Cl25 6.473 -3.440 -7.481
C33 7.351 -4.090 -6.096
Cl26 7.081 -3.055 -4.687
Cl27 6.774 -5.724 -5.747
Cl28 9.078 -4.143 -6.459
Cl29 -8.416 0.560 7.237
C34 -9.017 0.407 5.581
Cl30 -10.256 1.633 5.291
Cl31 -7.691 0.629 4.442
Cl32 -9.716 -1.201 5.358
Cl33 -6.251 12.439 -1.324
C35 -4.994 12.521 -2.563
Cl34 -5.133 14.043 -3.447
Cl35 -3.407 12.423 -1.798
Cl36 -5.191 11.168 -3.683

Cartesian forces, eV/Å:
C -0.7163 0.2651 0.4365
C 0.2153 -0.3560 -0.1289
C -0.8026 1.1298 -0.1129
C 0.9483 -0.7444 0.1894
O -0.3757 0.4210 0.0184
C -0.4652 -0.0221 0.2975
C -0.1981 -0.3129 0.2627
C 0.1984 -0.1639 -0.1984
C -0.0335 0.1933 -0.3315
C 0.4653 -0.0267 0.6914
C 0.3591 0.7432 -0.1618
C -0.0236 0.1083 -0.0602
O 0.1397 0.1570 0.0518
C -0.0563 -0.1563 0.0753
C -0.2901 0.0136 0.2301
C -0.5409 -0.6974 -0.0598
C 0.3559 -0.3181 0.5121
O 0.0500 0.8603 -0.3348
Br -0.0614 -0.1114 -0.1053
C 0.3655 -0.0936 -0.0050
C -0.8187 -0.3719 -0.5641
P 1.8627 1.4643 1.6953
N -0.2239 -0.2999 -0.2276
C 0.2790 -0.1220 -0.0751
C -0.1664 0.6114 0.0037
C 0.0404 -0.5167 0.1947
C 0.6657 0.4145 -1.2568
F -0.5770 -0.0417 0.1038
F 0.1976 -0.3546 0.3609
C -0.7860 0.1699 0.6631
F 0.3662 -0.2910 -0.4330
F 0.2739 -0.0145 0.2384
C -0.6392 0.0617 -0.0595
F 0.3708 0.0666 -0.2626
F 0.2929 0.0109 0.1266
C 0.1830 -0.2621 -0.8418
F -0.2238 0.0920 0.5988
F -0.0534 0.0786 0.2779
S 0.3759 -0.5785 -0.6235
F -0.0228 0.0584 0.1958
F -0.1366 0.0538 0.1820
F 0.0408 0.1550 0.1662
F -0.0831 0.0723 0.0959
F 0.0278 0.2101 -0.0056
C -0.1752 0.3439 -0.1762
C 0.1877 -0.0801 0.0997
O -0.0215 0.0501 0.1842
H 0.4030 -0.1756 -0.0795
H 0.1981 -0.1696 -0.1150
H 0.0327 -0.1290 0.1013
H -0.0624 -0.0722 -0.0990
H 0.0918 0.1486 0.1480
H 0.2157 -0.0320 -0.2211
H 0.3268 -0.4127 0.0027
H -0.2904 -0.1305 -0.1216
H -0.2246 0.1812 -0.1256
H -0.3754 -0.1102 -0.7651
H -0.1527 0.4757 -0.6437
H -0.1216 -0.0240 -0.0244
H -0.0503 0.2183 -0.0681
H 0.0984 -0.0048 0.0194
H -0.1030 -0.0187 0.0731
H -0.4211 -0.2422 -0.6914
H -0.4180 -0.7152 -0.3058
H 0.0231 0.1788 0.1097
H -0.0156 0.0923 -0.1140
H -0.2047 -0.1837 -0.0195
H -0.0126 -0.0632 -0.1377
H 0.0887 -0.0257 0.0583
Cl 0.0022 0.0124 -0.0014
C 0.1078 0.0105 0.0758
Cl -0.0524 -0.0681 -0.0136
Cl -0.1615 -0.3977 0.4675
Cl -0.0862 0.0189 -0.0140
Cl -0.1443 -0.0015 0.0467
C -0.1258 0.1255 0.0805
Cl 0.0746 0.0041 -0.0621
Cl 0.0198 -0.8797 -0.4689
Cl 0.0369 0.0053 0.0238
Cl 0.0008 -0.0085 -0.0005
C 0.0157 0.0035 -0.0108
Cl 0.0000 -0.0059 0.0000
Cl -0.0505 0.1715 0.0104
Cl -0.0019 -0.0031 -0.0004
Cl 0.0084 -0.0074 -0.0095
C -0.0410 0.0785 0.1296
Cl -0.0166 -0.0640 0.0075
Cl -0.0061 -0.0160 -0.0130
Cl 0.0611 -0.0572 -0.1128
Cl 0.0096 0.0132 0.0045
C -0.0307 0.0225 -0.0015
Cl 0.0031 0.0120 0.0045
Cl -0.0636 -0.1323 0.0409
Cl 0.0071 0.0107 -0.0009
Cl -0.0003 -0.0125 -0.0021
C -0.0385 -0.0240 0.0042
Cl -0.0026 0.0127 -0.0196
Cl 0.0053 0.0011 -0.0141
Cl 0.6031 0.3075 0.6685
Cl -0.0111 0.0011 0.0163
C 0.0159 0.0072 -0.0242
Cl 0.0108 -0.0019 0.0164
Cl 0.1103 -0.0042 -0.0390
Cl -0.0021 -0.0031 -0.0025
Cl -0.0052 -0.0025 -0.0009
C 0.0436 -0.0036 0.0128
Cl -0.0073 0.0025 0.0033
Cl -0.1016 0.1607 0.3317
Cl -0.0032 -0.0075 0.0000
Cl -0.0028 -0.0053 0.0022
C 0.0043 0.0089 0.0124
Cl -0.0015 -0.0036 0.0007
Cl -0.0007 -0.0038 0.0013
Cl 0.0205 0.0684 -0.0586

Here are the Löwdin charges for atoms 1 to 5, given in e:
1 C -0.10
2 C -0.25
3 C -0.17
4 C -0.18
5 O -0.03



# C37H79FN6O9PS2

5 unconnected molecules or ions with the total composition C37H79FN6O9PS2 (wB97M-V/def2-TZVPD, OMol25).

Computed properties:
Molar mass, g/mol: 866.178
Spin multiplicity: 1
Orbital gap, eV: 8.62
Charge: +1

Positions of all 135 atoms, in Å:
C1 -4.106 1.642 3.614
O1 -4.240 2.191 2.322
C2 -3.960 1.256 1.307
C3 -4.439 1.769 -0.028
C4 -3.802 3.068 -0.523
C5 -4.354 3.456 -1.915
C6 -3.344 3.431 -3.073
C7 -3.295 2.064 -3.788
C8 -1.886 1.480 -3.933
C9 -1.349 0.991 -2.585
C10 0.162 0.665 -2.645
C11 1.045 1.240 -1.521
C12 0.336 1.973 -0.370
N1 1.438 2.040 0.676
S1 0.829 2.903 2.141
O2 1.903 3.701 2.565
O3 -0.428 3.407 1.773
F1 0.626 1.714 3.075
C13 2.197 0.684 0.657
C14 1.484 -0.424 1.454
C15 -0.003 -0.673 1.145
C16 -0.479 -2.077 1.536
C17 -1.572 -2.565 0.593
O4 -1.582 -3.992 0.590
C18 -2.272 -4.563 -0.412
C19 -2.696 -5.965 -0.109
O5 -2.481 -4.007 -1.441
C20 3.643 0.792 1.182
C21 3.838 1.256 2.631
C22 5.078 0.665 3.326
C23 6.362 1.444 2.960
C24 5.235 -0.849 3.115
C25 2.175 0.346 -0.872
S2 3.755 0.853 -1.714
P1 2.161 -1.492 -1.233
N2 3.536 -2.138 -0.852
H1 -3.983 2.457 4.321
H2 -4.981 1.038 3.872
H3 -3.230 0.986 3.681
H4 -4.470 0.308 1.532
H5 -2.882 1.033 1.298
H6 -4.212 0.987 -0.761
H7 -5.519 1.915 -0.002
H8 -2.710 2.986 -0.548
H9 -4.038 3.875 0.170
H10 -4.845 4.423 -1.847
H11 -5.126 2.726 -2.166
H12 -3.625 4.203 -3.791
H13 -2.331 3.685 -2.743
H14 -3.879 1.364 -3.184
H15 -3.767 2.100 -4.768
H16 -1.920 0.675 -4.667
H17 -1.216 2.261 -4.304
H18 -1.872 0.066 -2.340
H19 -1.601 1.764 -1.860
H20 0.245 -0.412 -2.743
H21 0.557 1.066 -3.579
H22 1.593 2.055 -1.987
H23 -0.535 1.455 0.000
H24 0.150 2.987 -0.702
H25 2.099 2.738 0.312
H26 2.068 -1.337 1.327
H27 1.555 -0.203 2.514
H28 -0.226 -0.498 0.093
H29 -0.607 0.038 1.711
H30 0.348 -2.790 1.526
H31 -0.874 -2.051 2.551
H32 -2.536 -2.206 0.957
H33 -1.410 -2.169 -0.410
H34 -1.922 -6.642 -0.467
H35 -3.597 -6.162 -0.683
H36 -2.868 -6.121 0.950
H37 4.066 -0.197 1.002
H38 4.220 1.467 0.550
H39 3.992 2.335 2.603
H40 2.967 1.102 3.266
H41 4.907 0.822 4.393
H42 6.148 2.253 2.267
H43 7.104 0.785 2.525
H44 6.804 1.879 3.856
H45 5.913 -1.041 2.283
H46 5.666 -1.309 4.001
H47 4.284 -1.333 2.887
H48 3.189 0.924 -2.924
H49 1.867 -1.612 -2.596
H50 1.089 -2.097 -0.569
H51 3.979 -2.532 -1.673
C26 6.761 -1.550 -1.207
C27 7.555 -0.431 -0.586
O6 7.035 0.449 0.095
N3 8.893 -0.425 -0.795
C28 9.686 -1.375 -1.552
H52 5.717 -1.419 -0.945
H53 6.861 -1.536 -2.294
H54 7.092 -2.524 -0.843
H55 9.369 0.347 -0.355
H56 10.433 -1.845 -0.911
H57 10.203 -0.874 -2.372
H58 9.052 -2.152 -1.964
C29 -5.319 7.913 -0.367
C30 -6.312 6.992 -1.038
O7 -6.317 5.788 -0.827
N4 -7.208 7.552 -1.888
C31 -7.351 8.949 -2.254
H59 -4.683 7.312 0.276
H60 -4.699 8.424 -1.105
H61 -5.829 8.662 0.240
H62 -7.843 6.886 -2.299
H63 -8.342 9.315 -1.983
H64 -7.219 9.079 -3.329
H65 -6.610 9.551 -1.740
C32 -4.862 -3.610 4.288
C33 -4.736 -2.760 3.047
O8 -3.853 -1.919 2.929
N5 -5.641 -2.957 2.057
C34 -6.746 -3.899 2.023
H66 -4.070 -3.328 4.974
H67 -5.825 -3.450 4.774
H68 -4.763 -4.669 4.048
H69 -5.508 -2.355 1.259
H70 -6.637 -4.586 1.182
H71 -7.694 -3.372 1.915
H72 -6.776 -4.478 2.939
C35 5.507 -7.534 -1.891
C36 5.378 -6.116 -1.384
O9 6.343 -5.474 -1.003
N6 4.134 -5.564 -1.368
C37 2.880 -6.156 -1.785
H73 6.553 -7.816 -1.839
H74 4.923 -8.222 -1.280
H75 5.170 -7.610 -2.926
H76 4.119 -4.617 -1.018
H77 2.427 -5.574 -2.592
H78 2.173 -6.185 -0.953
H79 3.036 -7.169 -2.140

Cartesian forces, eV/Å:
C 0.1140 -0.2023 -0.0920
O 0.1497 0.2265 -0.0446
C -0.4646 -0.1417 0.2157
C 0.5514 0.1432 -0.1785
C -0.3517 0.1562 -0.1010
C 0.3340 -0.0895 0.0523
C -0.1860 -0.1536 -0.1953
C 0.2146 -0.1708 0.3062
C -0.2673 0.2923 0.1083
C 0.1993 -0.1443 -0.6134
C -0.4474 0.1347 0.0347
C 0.2242 0.1898 0.2973
C 0.7041 -0.5474 -0.8240
N -0.6613 0.2202 0.0078
S 0.1776 0.3976 -0.6332
O 0.0970 -0.1190 0.2513
O -0.2259 -0.1179 0.1206
F 0.0047 -0.0042 0.1727
C 0.8959 -1.2233 0.1276
C -0.7835 0.4670 0.2649
C 0.0223 -0.0092 0.2712
C -0.0322 -0.0937 -0.0583
C 0.2320 0.4581 0.2315
O -0.1440 0.0483 0.6317
C 0.2824 -0.5459 0.6091
C -0.0026 -0.0645 -0.1429
O -0.4652 0.7079 -1.1796
C -0.2654 0.4562 0.0635
C 0.2883 0.1619 -0.0863
C 0.0650 0.0021 0.1416
C -0.1148 -0.2400 0.4216
C 0.0891 0.2976 -0.1466
C -0.4587 0.5690 -0.8835
S 0.0808 0.0225 0.1837
P 1.1612 -0.5431 0.1111
N -0.5686 -0.3440 0.1656
H -0.1308 0.0822 0.0334
H -0.0263 0.0188 0.0693
H 0.0547 0.0086 -0.0145
H 0.1064 -0.0125 0.0133
H 0.1682 0.0128 -0.0725
H -0.1915 -0.0832 -0.0427
H -0.0828 -0.1106 0.0351
H 0.0617 -0.0655 0.0470
H 0.0690 -0.0482 0.1366
H 0.0250 -0.0055 0.0039
H -0.2349 0.1737 -0.0545
H 0.0731 0.0128 -0.0824
H -0.0359 0.1384 0.1870
H -0.0661 -0.1479 -0.1533
H -0.0795 0.1165 -0.0127
H 0.2552 -0.0926 0.0055
H 0.0266 -0.0297 -0.1823
H -0.2327 0.1535 0.3607
H 0.0623 -0.1458 0.1816
H 0.1182 -0.0940 0.1603
H 0.0152 -0.0606 -0.0635
H 0.1366 -0.0386 -0.0651
H -0.1115 0.2910 0.3530
H -0.5391 0.0937 0.3132
H 0.2713 -0.1375 0.1125
H 0.1521 0.0263 -0.1955
H 0.2209 -0.1205 0.0657
H 0.0222 -0.1238 -0.0850
H -0.0769 0.1583 -0.1367
H 0.0559 -0.0138 -0.0835
H 0.0780 -0.1335 0.0846
H -0.1025 -0.0481 -0.1184
H 0.0277 -0.2226 -0.1572
H 0.0306 -0.0897 0.0990
H -0.0371 -0.0785 0.0092
H 0.0732 -0.0395 0.0710
H 0.0074 -0.0830 0.0306
H 0.0259 -0.0080 -0.0565
H -0.1343 0.0874 0.1411
H -0.0961 -0.3092 -0.0531
H -0.0983 0.0213 0.0184
H 0.1549 0.0110 -0.1582
H 0.0488 0.0949 -0.2310
H 0.0022 0.1044 0.0023
H -0.0781 -0.0765 -0.0971
H -0.0094 -0.1047 0.0180
H -0.0557 -0.1317 0.1695
H -0.0979 0.0032 -0.0881
H -0.3258 0.3029 -0.0438
H -0.3215 0.2950 -0.1852
H 0.2907 0.0927 0.0821
C -0.0327 0.0342 0.0498
C 0.1176 0.0352 0.0652
O -0.1798 -0.0932 -0.1380
N 0.0127 -0.0366 -0.0610
C 0.0395 0.1608 0.1029
H 0.0512 0.0490 0.0506
H 0.0391 -0.0465 -0.0115
H 0.0125 -0.0304 -0.0516
H 0.0098 0.0029 0.0094
H -0.0126 -0.0503 -0.0158
H -0.0141 -0.0360 -0.0353
H -0.0081 -0.0240 -0.0006
C 0.0133 -0.0590 0.0081
C -0.0258 -0.0079 0.0522
O 0.0192 0.0673 0.0114
N 0.0230 0.0620 -0.0308
C -0.0946 -0.1708 -0.0380
H -0.0158 -0.0356 -0.0001
H -0.0177 0.0535 0.0150
H 0.0193 0.0444 -0.0256
H -0.0169 -0.0031 0.0052
H 0.0189 0.0473 0.0240
H 0.0337 0.0428 0.0056
H 0.0121 0.0162 0.0086
C 0.0544 0.0538 -0.0044
C -0.0746 -0.0659 0.0441
O 0.1253 0.0488 -0.0742
N 0.0429 -0.0548 0.0144
C 0.0522 0.1312 -0.1128
H 0.0188 0.0244 -0.0124
H -0.0194 -0.0520 -0.0047
H -0.0517 -0.0133 0.0183
H -0.0282 0.0136 -0.0153
H -0.0050 -0.0370 0.0292
H -0.0214 -0.0236 0.0399
H -0.0027 -0.0118 0.0168
C 0.0468 0.0294 0.0342
C 0.0114 0.0083 -0.0136
O 0.0227 0.0250 -0.0369
N 0.0055 0.0263 -0.0671
C 0.0481 0.1997 0.1116
H 0.0181 0.0246 0.0133
H -0.0318 -0.0170 -0.0404
H -0.0391 -0.0344 0.0103
H -0.0805 0.0162 0.1324
H -0.0021 -0.0619 -0.0468
H -0.0083 -0.0716 -0.0069
H -0.0029 -0.0210 -0.0108

Here are the Löwdin charges for atoms 1 to 5, given in e:
1 C -0.10
2 O -0.18
3 C -0.25
4 C -0.17
5 C -0.18